(1)
Formula: C6H6O
Source: the OMol25 dataset
Level of theory: ωB97M-V with the def2-TZVPD basis set

Properties
DFT total energy: -307.26612 a.u.
ΔE to the lowest compared entry with this formula, charge and spin: 5.369 eV
Gap between HOMO and LUMO: 9.58 eV
Highest occupied orbital energy: -8.8 eV
M: 94.11 g/mol

The geometry in ORCA input format:
```
! RIJCOSX wB97M-V def2-TZVPD def2/J DEFGRID3
* xyz 0 1
O 0.062 -2.029 0.761
C 0.066 -0.036 0.128
C 1.936 1.671 -0.691
C 1.064 0.904 -0.365
C -0.041 -1.406 -0.569
C -1.287 0.589 0.530
C 0.385 -0.914 1.403
H -1.114 1.651 0.752
H 2.723 2.354 -0.931
H -2.094 0.497 -0.241
H -0.969 -1.679 -1.113
H -1.585 0.097 1.476
H 0.856 -1.698 -1.141
*
```

(2)
Formula: C24H28N7O3PS5V
Source: the OMol25 dataset
Level of theory: ωB97M-V with the def2-TZVPD basis set

Properties
DFT total energy: -4816.83864 a.u.
ΔE to the lowest compared entry with this formula, charge and spin: 0.238 eV
Gap between HOMO and LUMO (alpha / beta): 6.82 / 6.51 eV
Highest occupied orbital energy (alpha / beta): -6.7 / -6.4 eV
M: 704.79 g/mol

The geometry in ORCA input format:
```
! RIJCOSX wB97M-V def2-TZVPD def2/J DEFGRID3
* xyz 0 2
V 1.588 -0.449 0.633
S -1.408 -1.220 -3.267
S 1.154 -0.277 3.062
S -2.920 4.331 -2.853
S 4.005 -0.280 1.343
S -1.391 1.761 -2.961
P 3.084 -0.753 3.036
O 3.768 -0.107 4.328
O 3.294 -2.334 3.228
O 2.336 -0.591 -1.422
N -3.492 0.477 -3.602
N 1.247 -2.571 0.412
N -0.525 -0.577 0.250
N 1.498 1.567 -0.116
N -0.093 -4.168 -0.268
N -2.293 -1.809 -0.198
N -3.804 1.831 -3.523
C 1.286 3.929 0.131
C -7.848 2.719 -4.196
C 5.189 -0.254 4.532
C -7.486 1.595 -3.466
C -2.241 0.266 -3.329
C 1.309 2.647 0.649
C 1.685 1.732 -1.433
C -2.722 -0.510 -0.112
C 1.144 -4.745 -0.062
C 1.819 0.468 -2.236
C 1.960 -3.743 0.358
C -2.839 2.694 -3.148
C 0.016 -2.861 0.030
C -5.174 2.155 -3.753
C 1.711 2.985 -2.019
C -5.523 3.271 -4.498
C 2.597 -3.018 4.288
C -6.149 1.309 -3.244
C 3.112 -4.436 4.338
C -6.865 3.550 -4.712
C -1.624 0.238 0.186
C 5.503 0.188 5.939
C 1.490 4.101 -1.228
C -0.957 -1.795 -0.009
H 1.527 -2.984 4.073
H 4.179 -4.456 4.557
H -4.755 3.914 -4.898
H -2.822 -2.548 -0.629
H 1.469 5.088 -1.668
H -5.846 0.427 -2.699
H -3.744 -0.233 -0.299
H 2.588 -4.993 5.115
H 3.296 -0.512 -1.353
H 1.111 4.770 0.786
H 5.705 0.360 3.791
H -8.247 0.936 -3.070
H 0.839 0.116 -2.587
H -0.904 -4.627 -0.644
H 2.773 -2.493 5.230
H 2.944 -4.935 3.383
H 1.863 3.076 -3.086
H 5.199 1.223 6.091
H 3.001 -3.779 0.630
H 1.172 2.457 1.707
H 1.322 -5.791 -0.236
H 4.984 -0.436 6.666
H 5.468 -1.297 4.367
H 2.453 0.622 -3.109
H -7.141 4.421 -5.291
H -8.893 2.942 -4.368
H -1.556 1.302 0.333
H 6.575 0.112 6.120
*
```